ORCA calculation (ωB97M-V/def2-TZVPD) on C28H38Br2F2N2O9SZn as an isolated structure at a distorted geometry.

Structure (XYZ):
```
83
Properties=species:S:1:pos:R:3
C 3.868 -0.848 4.679
C 4.241 -1.409 3.221
C 5.810 -1.577 2.974
C 6.400 -2.096 1.618
C 5.343 -2.473 0.523
C 3.787 -2.299 0.774
C 3.164 -1.751 2.089
C 1.614 -1.561 2.410
C 0.825 -0.302 1.855
C -0.358 -0.619 0.719
C 0.396 -1.569 -0.336
C 0.312 -3.093 -0.581
C -0.021 -4.244 0.436
N 1.135 -4.961 1.094
O -1.175 -4.699 0.747
C -1.479 -1.433 1.459
Br -2.293 -0.713 3.202
C -2.804 -2.014 0.747
C -2.852 -2.440 -0.766
Br -4.448 -0.955 1.342
C -0.745 0.833 0.007
C -1.531 1.712 1.100
C -1.780 3.261 1.025
C -3.241 3.606 1.670
F -3.149 3.362 3.101
C -1.911 0.637 -1.123
C -2.454 1.963 -1.828
C -3.141 1.608 -3.277
C -2.876 2.856 -4.270
O -3.376 4.054 -3.565
C -2.359 5.064 -3.522
O -2.258 5.746 -2.463
C 0.474 1.519 -0.756
O 0.508 2.989 -0.744
C 0.725 1.233 -2.324
O 0.227 1.842 -3.304
N 1.791 0.235 -2.706
C 1.604 -0.262 -4.070
O 2.318 0.242 -4.978
F 0.682 -1.325 -4.292
O 1.830 1.245 -0.208
S 1.831 1.210 1.445
O 1.273 2.480 2.094
O 3.256 1.228 1.912
H 4.764 -1.036 5.382
H 3.021 -1.534 5.072
H 3.575 0.260 4.650
H 6.582 -1.311 3.792
H 7.512 -2.203 1.396
H 5.751 -2.866 -0.481
H 3.120 -2.612 -0.092
H 1.555 -1.578 3.573
H 1.165 -2.600 2.146
H 0.305 0.129 2.807
H 0.097 -1.132 -1.375
H 1.521 -1.272 -0.298
H 1.333 -3.430 -1.042
H -0.390 -3.338 -1.482
H 0.935 -4.892 2.119
H 0.945 -5.967 0.892
H -0.959 -2.355 1.962
H -3.027 -3.007 1.319
H -2.066 -2.035 -1.480
H -2.853 -3.592 -0.901
H -3.876 -2.104 -1.203
H -1.097 1.583 2.170
H -2.590 1.231 1.178
H -1.034 3.829 1.711
H -1.751 3.802 0.025
H -4.065 2.991 1.159
H -3.405 4.748 1.558
H -1.622 -0.067 -1.973
H -2.886 0.207 -0.666
H -3.344 2.386 -1.178
H -1.711 2.816 -1.961
H -2.592 0.711 -3.750
H -4.279 1.399 -3.130
H -3.491 2.706 -5.235
H -1.768 2.961 -4.537
H -1.669 5.322 -4.399
H 1.337 3.201 -1.233
H 2.726 0.642 -2.543
Zn -4.934 1.726 -1.084
```

Charge = +2
Gap between HOMO and LUMO = 1.404 eV
HOMO = -12.70 eV

---

ORCA calculation (ωB97M-V/def2-TZVPD) on C28H38Cl2N2O4PS2Ti as an isolated structure at a distorted geometry.

Structure (XYZ):
```
78
Properties=species:S:1:pos:R:3
Ti -0.185 1.356 -0.504
Cl -0.033 3.291 1.174
C -4.558 1.037 -4.165
Cl -6.067 1.783 -4.316
H -4.421 0.222 -3.467
H -3.789 1.751 -4.455
O -0.461 2.709 -3.866
S -0.506 3.098 -2.469
O -1.067 4.397 -2.109
O 0.816 2.702 -1.808
O -1.475 2.041 -1.758
C 2.771 -1.727 0.467
C 3.436 -0.400 0.738
C 4.362 -0.123 -0.405
P 2.196 1.022 1.039
C 3.282 2.314 1.981
C 3.001 2.707 3.421
C 3.371 3.557 1.019
C 1.200 0.124 2.179
C 1.864 -0.284 3.309
C 1.203 -0.703 4.448
C 2.022 -1.220 5.603
C -0.190 -0.914 4.398
C -0.834 -0.515 3.228
C -0.204 -0.168 2.060
N -0.994 0.118 0.988
C -2.170 -0.502 0.645
C -2.327 -1.951 0.733
C -1.275 -2.810 1.364
C -3.431 -2.592 0.234
C -4.506 -1.896 -0.385
C -5.745 -2.561 -0.850
C -4.329 -0.501 -0.514
C -3.263 0.191 0.042
C -3.541 1.629 0.312
H 3.482 -2.466 0.099
H 1.919 -1.530 -0.230
H 2.267 -2.102 1.376
H 3.947 -0.467 1.736
H 4.173 -0.903 -1.164
H 5.433 -0.106 -0.199
H 4.079 0.837 -0.881
H 4.326 1.908 1.914
H 2.000 2.922 3.640
H 3.504 3.632 3.501
H 3.359 1.991 4.181
H 3.608 3.124 0.062
H 4.081 4.313 1.296
H 2.432 4.068 0.769
H 2.945 -0.240 3.404
H 1.572 -2.015 6.248
H 2.161 -0.419 6.346
H 3.064 -1.480 5.276
H -0.727 -1.312 5.274
H -1.909 -0.562 3.150
H -1.319 -2.701 2.435
H -1.451 -3.919 1.154
H -0.228 -2.638 1.026
H -3.528 -3.661 0.438
H -6.214 -2.014 -1.676
H -6.545 -2.687 -0.143
H -5.570 -3.589 -1.232
H -5.055 0.132 -1.056
H -2.745 2.126 0.893
H -4.577 1.802 0.752
H -3.582 2.250 -0.610
S 0.412 -0.760 -1.655
C 0.768 -0.879 -3.370
N 0.841 0.258 -4.112
C 0.964 0.181 -5.498
C 1.072 -0.993 -6.119
C 1.136 -2.134 -5.337
C 1.070 -2.126 -3.943
H 0.448 1.109 -3.762
H 0.785 1.063 -6.067
H 0.947 -1.074 -7.241
H 1.178 -3.154 -5.734
H 1.328 -2.967 -3.252
```

Multiplicity = 3
Energy above the lowest of the compared OMol25 structures with the same formula, charge and spin = 1.160 eV
Charge = -1
Expectation value of S² = 2.01
Gap between HOMO and LUMO (alpha / beta) = 5.872 / 5.924 eV
HOMO (alpha / beta) = -4.23 / -4.28 eV

---

ORCA calculation (ωB97M-V/def2-TZVPD) on C28H38ClFeGeN4OS as an isolated structure at a distorted geometry.

Structure (XYZ):
```
75
Properties=species:S:1:pos:R:3
Fe -0.811 -0.462 -0.619
C 2.471 -0.967 -1.404
C 0.987 -1.107 -1.597
O 0.349 -0.469 -2.437
H 2.869 -0.098 -1.930
H 2.959 -1.863 -1.786
H 2.685 -0.890 -0.343
Cl -3.011 -0.969 0.260
C -2.962 -0.466 -1.427
H -3.506 0.474 -1.501
H -3.444 -1.238 -2.017
C -2.061 2.953 -2.004
Ge -0.688 1.965 -0.893
C -0.984 2.961 0.842
C -1.717 2.354 1.851
C -1.994 3.014 3.034
C -1.534 4.305 3.228
C -0.801 4.926 2.230
C -0.527 4.254 1.051
C 1.008 2.801 -1.584
C 1.006 3.509 -2.761
C 2.180 4.039 -3.313
C 3.386 3.834 -2.705
C 3.453 3.093 -1.508
C 4.684 2.828 -0.872
C 4.733 2.106 0.288
C 3.549 1.620 0.862
C 2.344 1.854 0.259
C 2.252 2.583 -0.941
H -1.838 4.016 -2.006
H -3.056 2.825 -1.588
H -2.073 2.591 -3.029
H -2.086 1.347 1.694
H -2.578 2.529 3.805
H -1.747 4.830 4.150
H -0.446 5.938 2.375
H 0.043 4.744 0.273
H 0.078 3.667 -3.286
H 2.124 4.600 -4.237
H 4.295 4.234 -3.131
H 5.593 3.205 -1.321
H 5.680 1.903 0.767
H 3.595 1.049 1.778
H 1.436 1.458 0.695
C -0.287 -3.917 -0.051
C -0.123 -5.431 -0.332
N -0.897 -5.804 -1.506
C -0.402 -5.075 -2.664
C -0.481 -3.553 -2.398
N -1.108 -3.302 -1.098
C -2.433 -3.929 -1.093
C -2.293 -5.459 -1.291
H 0.673 -3.399 -0.036
H -0.779 -3.744 0.908
H -0.484 -6.028 0.508
H 0.921 -5.696 -0.515
H -1.014 -5.359 -3.523
H 0.627 -5.387 -2.856
H -1.063 -3.029 -3.158
H 0.515 -3.106 -2.368
H -3.020 -3.490 -1.903
H -2.924 -3.700 -0.145
H -2.859 -5.802 -2.160
H -2.646 -6.006 -0.414
C -0.277 -0.042 5.612
N 0.311 -0.265 4.313
C -0.352 -0.672 3.220
N -1.661 -0.957 3.321
S 0.491 -0.896 1.788
H 0.507 0.212 6.320
H -0.784 -0.943 5.969
H -0.990 0.788 5.585
H 1.293 -0.082 4.187
H -2.200 -0.616 4.101
H -2.159 -1.187 2.474
```

Multiplicity = 6
Expectation value of S² = 8.80
Gap between HOMO and LUMO (alpha / beta) = 6.922 / 7.755 eV
HOMO (alpha / beta) = -6.73 / -7.64 eV

---

ORCA calculation (ωB97M-V/def2-TZVPD) on C28H38CrN4O5 as an isolated structure.

Structure (XYZ):
```
76
Properties=species:S:1:pos:R:3
Cr -0.451 -0.839 0.641
C -4.328 2.745 1.259
N -3.697 1.741 0.405
C -4.431 1.330 -0.791
C -2.550 1.158 0.725
O -2.031 0.287 0.002
C -1.888 1.595 2.022
O -0.609 1.003 2.158
C -0.370 0.384 3.416
C -0.922 -1.037 3.363
O -1.537 -1.381 2.324
N -0.733 -1.836 4.390
C -1.109 -3.245 4.311
C 0.097 -1.437 5.524
H -5.205 3.123 0.743
H -3.663 3.587 1.448
H -4.652 2.317 2.209
H -5.414 0.958 -0.504
H -3.884 0.544 -1.299
H -4.551 2.184 -1.457
H -2.545 1.315 2.851
H -1.781 2.683 2.034
H -0.825 0.960 4.226
H 0.709 0.356 3.559
H -1.650 -3.421 3.388
H -1.735 -3.503 5.164
H -0.207 -3.857 4.326
H -0.137 -0.426 5.850
H 1.156 -1.505 5.267
H -0.109 -2.110 6.352
O 3.237 -0.767 1.964
C 2.243 -0.895 1.288
O 1.091 -1.346 1.700
C 2.243 -0.522 -0.180
C 3.447 -0.423 -0.885
C 3.394 -0.123 -2.214
C 2.144 0.105 -2.828
C 2.034 0.419 -4.204
C 0.812 0.632 -4.769
C -0.354 0.545 -3.977
C -0.282 0.245 -2.647
C 0.974 0.013 -2.043
N 1.051 -0.323 -0.718
H 4.370 -0.592 -0.351
H 4.296 -0.051 -2.809
H 2.939 0.487 -4.794
H 0.730 0.867 -5.821
H -1.320 0.713 -4.436
H -1.175 0.175 -2.045
N 0.282 2.921 -0.220
C 1.402 3.153 -1.036
C 2.686 2.995 -0.522
C 3.790 3.186 -1.338
C 3.632 3.527 -2.674
C 2.351 3.680 -3.186
C 1.242 3.493 -2.378
H -0.549 3.396 -0.539
H 0.458 3.097 0.758
H 2.819 2.723 0.520
H 4.783 3.068 -0.922
H 4.497 3.684 -3.304
H 2.211 3.951 -4.225
H 0.244 3.612 -2.786
C 0.752 -4.243 0.028
C 0.063 -3.401 -1.043
C -0.580 -4.309 -2.094
C -0.985 -2.468 -0.445
H 1.510 -4.891 -0.413
H 0.019 -4.885 0.526
H 1.226 -3.626 0.790
H 0.825 -2.803 -1.556
H -1.368 -4.917 -1.642
H 0.156 -4.985 -2.532
H -1.027 -3.724 -2.900
H -1.647 -3.026 0.231
H -1.614 -2.042 -1.237
```

Multiplicity = 4
Energy above the lowest of the compared OMol25 structures with the same formula, charge and spin = 0.103 eV
Charge = +1
Expectation value of S² = 3.85
Gap between HOMO and LUMO (alpha / beta) = 7.800 / 7.746 eV
HOMO (alpha / beta) = -10.48 / -10.48 eV

---

Number 1 is which compound?
C28H38Br2F2N2O9SZn